# 1
ORCA calculation (wB97M-V/def2-TZVPD) on CH2BrF2N in the gas phase.

Calculated values
LUMO in eV: 0.114
Orbital gap in eV: 10.04
Strongest force on any atom in Eh/bohr: 0.044
Energy above the lowest of the compared OMol25 structures with the same formula, charge and spin in kJ/mol: 35.8

```
7
Properties=species:S:1:pos:R:3:forces:R:3
F -1.072044 1.065376 -0.252908 -0.4 0.4 -1.0
C -0.522020 -0.186694 -0.290665 0.5 0.3 -2.2
F -1.533398 -0.956653 0.152992 0.3 -0.7 0.8
N 0.610067 -0.126337 0.527585 0.1 -0.7 1.8
Br 2.299202 0.260333 -0.077862 0.2 -0.1 -0.8
H -0.280742 -0.603193 -1.342583 -0.2 1.2 1.5
H 0.498933 0.547168 1.283439 -0.5 -0.4 -0.1
```
Positions in Å, forces in eV/Å.

***

# 2
ORCA calculation (wB97M-V/def2-TZVPD) on C4H4N2O in the gas phase.

Calculated values
LUMO in eV: -0.494
Orbital gap in eV: 7.88
Strongest force on any atom in Eh/bohr: 0.070
Energy above the lowest of the compared OMol25 structures with the same formula, charge and spin in kJ/mol: 815.8

```
11
Properties=species:S:1:pos:R:3:forces:R:3
C 0.989861 1.084964 0.061134 -3.3 -1.4 0.5
C 1.631888 -0.038196 -0.287318 1.1 -2.4 -0.8
C -0.858583 -1.176697 0.267960 1.1 0.2 0.1
C -2.167286 -0.566766 -0.307371 0.0 1.1 2.3
N -0.324520 1.252340 0.054928 0.6 1.3 0.7
N -0.972183 0.099725 0.175647 -1.3 -1.4 -1.1
O 2.632508 -0.754390 0.025460 1.0 -0.5 2.9
H 1.533428 1.926681 -0.078582 1.8 2.8 -0.1
H -2.429045 -0.573248 -1.323506 0.2 0.0 -1.4
H -3.027563 -0.439934 0.359197 0.2 -0.3 -0.2
H 2.991494 -0.814481 1.052450 -1.4 0.7 -2.9
```
Positions in Å, forces in eV/Å.

***

# 3
ORCA calculation (wB97M-V/def2-TZVPD) on an isolated ion of composition C4H7N2 and charge +1.

Calculated values
LUMO (spin up / spin down) in eV: -7.964 / -7.443
Charge: +1
Orbital gap (spin up / spin down) in eV: 4.69 / 5.67
Strongest force on any atom in Eh/bohr: 0.097
Energy above the lowest of the compared OMol25 structures with the same formula, charge and spin in kJ/mol: 801.9

```
13
Properties=species:S:1:pos:R:3:forces:R:3
C -1.489345 -0.402421 -0.436613 -0.8 0.2 -0.2
C -1.533677 -1.221229 0.518818 -0.3 3.5 -3.5
C -0.696126 1.021821 -0.436755 0.8 -3.4 1.0
C 0.594621 0.597346 0.391790 -0.4 1.4 -0.8
N 2.425800 -0.847061 -0.333127 0.7 -1.5 2.2
N 1.479115 -0.122840 -0.459774 -0.3 0.5 -2.5
H -2.003920 -0.519759 -1.385750 -0.2 -0.3 -0.2
H -1.180608 -1.730417 1.288232 0.8 -2.8 3.3
H -0.401633 1.108622 -1.467556 0.1 0.4 -0.4
H -1.424507 1.760044 -0.127296 0.4 0.3 0.5
H 1.136976 1.521057 0.466361 0.4 0.6 1.0
H 0.400447 0.049172 1.293644 -0.4 0.1 1.0
H 2.692858 -1.214339 0.688029 -0.7 1.1 -1.4
```
Positions in Å, forces in eV/Å.

***

Question: What is the strongest force on any atom in the first record?
Answer: 0.044 Eh/bohr

***

Question: The lowest strongest force on any atom belongs to which entry?
Answer: CH2BrF2N

***

Question: The highest strongest force on any atom belongs to which entry?
Answer: C4H7N2

***

Question: What is the formula in the first record?
Answer: CH2BrF2N